No. 1
{"formula": "C32H30F3N7O2ReS2SeTe", "method": "ωB97M-V/def2-TZVPD", "homo_energy_ev": [-13.00, -13.06], "e_lumo_ev": [-4.977, -6.364], "s2": 3.78, "spin_multiplicity": 4, "homo_lumo_gap_ev": [8.023, 6.694], "charge": 2, "fmax_ev_per_a": 3.49, "relative_energy_kcal_mol": 32.4, "species": ["Re", "O", "N", "C", "C", "C", "C", "C", "S", "H", "H", "H", "H", "F", "C", "F", "F", "C", "C", "C", "C", "N", "C", "S", "H", "H", "H", "C", "N", "C", "C", "C", "N", "C", "O", "N", "H", "H", "H", "H", "H", "H", "H", "C", "N", "C", "Se", "N", "C", "C", "C", "C", "C", "C", "H", "H", "H", "H", "H", "H", "H", "H", "C", "Te", "C", "C", "C", "C", "C", "C", "C", "H", "H", "H", "H", "H", "H", "H", "H"], "positions_angstrom": [[-17.786, 10.920, 9.870], [-19.302, 12.087, 10.625], [-19.056, 12.993, 11.570], [-20.161, 13.369, 12.278], [-20.001, 14.372, 13.174], [-18.808, 15.055, 13.279], [-17.695, 14.689, 12.523], [-17.861, 13.603, 11.619], [-16.582, 12.979, 10.685], [-21.025, 12.807, 11.974], [-20.788, 14.633, 13.847], [-18.692, 15.895, 13.948], [-16.754, 15.260, 12.521], [-22.492, 7.692, 8.888], [-22.408, 8.576, 9.914], [-21.489, 8.108, 10.821], [-23.566, 8.544, 10.551], [-22.089, 9.925, 9.373], [-23.139, 10.760, 9.083], [-22.986, 11.820, 8.240], [-21.744, 12.016, 7.666], [-20.690, 11.305, 7.996], [-20.843, 10.228, 8.797], [-19.336, 9.351, 9.084], [-24.053, 10.761, 9.624], [-23.873, 12.410, 8.062], [-21.563, 12.780, 6.882], [-16.138, 10.753, 14.190], [-17.471, 10.095, 14.125], [-18.035, 9.457, 15.216], [-19.117, 8.672, 15.091], [-19.631, 8.517, 13.756], [-19.085, 9.138, 12.712], [-17.958, 9.841, 12.867], [-17.374, 10.370, 11.909], [-20.649, 7.731, 13.507], [-15.793, 10.857, 15.207], [-16.172, 11.721, 13.675], [-15.430, 10.198, 13.634], [-17.378, 9.618, 16.119], [-19.443, 8.134, 15.935], [-21.353, 7.680, 14.208], [-21.013, 7.937, 12.590], [-14.251, 6.587, 9.670], [-15.442, 6.806, 10.408], [-16.312, 7.836, 10.180], [-16.096, 9.275, 8.917], [-17.424, 7.516, 10.925], [-17.271, 6.280, 11.572], [-18.039, 5.500, 12.455], [-17.429, 4.382, 13.063], [-16.171, 4.014, 12.635], [-15.435, 4.649, 11.742], [-15.980, 5.848, 11.233], [-14.324, 5.506, 9.337], [-13.342, 6.673, 10.198], [-14.309, 7.216, 8.834], [-18.202, 8.116, 11.077], [-19.038, 5.721, 12.730], [-17.967, 3.973, 13.868], [-15.627, 3.211, 13.018], [-14.475, 4.139, 11.478], [-18.153, 11.390, 5.963], [-17.964, 12.499, 7.776], [-15.864, 12.550, 7.309], [-15.658, 11.553, 6.167], [-14.376, 11.327, 5.779], [-14.148, 10.523, 4.662], [-15.238, 9.979, 3.928], [-16.491, 10.229, 4.370], [-16.767, 11.017, 5.453], [-18.859, 11.973, 5.302], [-18.665, 10.455, 6.119], [-15.264, 12.253, 8.175], [-15.569, 13.562, 6.972], [-13.585, 11.942, 6.254], [-13.140, 10.372, 4.291], [-15.086, 9.394, 3.024], [-17.327, 9.765, 3.843]], "mulliken_spin": [2.44, 0.05, 0.03, 0.00, 0.00, 0.00, 0.00, 0.01, 0.04, 0.00, 0.00, 0.00, 0.00, 0.00, 0.00, 0.00, 0.00, 0.02, 0.00, 0.01, 0.00, 0.00, 0.03, 0.18, 0.00, 0.00, 0.00, 0.00, 0.01, 0.00, 0.00, 0.00, 0.00, 0.03, 0.09, 0.00, 0.00, 0.00, 0.00, 0.00, 0.00, 0.00, 0.00, 0.00, 0.01, 0.03, 0.04, 0.02, 0.01, 0.00, 0.00, 0.00, 0.00, 0.00, 0.00, 0.00, 0.00, -0.02, 0.00, 0.00, 0.00, 0.00, 0.00, -0.05, 0.04, -0.02, 0.00, 0.00, 0.00, 0.00, 0.01, 0.00, 0.00, -0.01, 0.00, 0.00, 0.00, 0.00, 0.00]}


No. 2
{"formula": "C47H53I2N4OPS2Y", "method": "ωB97M-V/def2-TZVPD", "homo_energy_ev": -4.20, "e_lumo_ev": 1.878, "homo_lumo_gap_ev": 6.077, "charge": -1, "fmax_ev_per_a": 0.75, "relative_energy_kcal_mol": 4.8, "species": ["Y", "C", "N", "C", "C", "N", "C", "C", "C", "C", "C", "C", "C", "S", "C", "C", "C", "C", "C", "C", "S", "H", "H", "H", "H", "H", "H", "H", "H", "H", "H", "H", "H", "H", "H", "H", "H", "H", "H", "I", "C", "C", "C", "I", "C", "C", "C", "C", "N", "C", "C", "O", "H", "H", "H", "H", "C", "C", "C", "P", "C", "C", "C", "C", "C", "C", "C", "C", "C", "C", "N", "C", "C", "C", "C", "C", "C", "C", "C", "C", "H", "H", "H", "H", "H", "H", "H", "H", "H", "H", "H", "H", "H", "H", "H", "H", "H", "H", "H", "H", "H", "H", "H", "H", "H", "H", "H", "H", "H", "H", "H"], "positions_angstrom": [[-0.252, -0.056, 0.300], [0.093, -2.804, -2.010], [-0.412, -1.431, -2.229], [0.508, -0.729, -3.131], [-0.027, 0.566, -3.715], [-0.513, 1.506, -2.703], [0.158, 2.802, -2.821], [-1.944, 1.682, -2.630], [-2.748, 1.569, -3.762], [-4.125, 1.705, -3.686], [-4.718, 1.973, -2.461], [-3.926, 2.124, -1.334], [-2.535, 2.004, -1.393], [-1.597, 2.287, 0.076], [-1.776, -1.562, -2.699], [-2.059, -1.765, -4.046], [-3.365, -1.918, -4.488], [-4.397, -1.891, -3.560], [-4.115, -1.743, -2.211], [-2.801, -1.600, -1.746], [-2.478, -1.569, -0.016], [0.078, -3.363, -2.954], [-0.556, -3.303, -1.291], [1.103, -2.775, -1.614], [0.812, -1.376, -3.967], [1.410, -0.522, -2.550], [-0.796, 0.340, -4.448], [0.798, 1.025, -4.263], [-0.054, 3.275, -3.790], [1.237, 2.668, -2.727], [-0.184, 3.460, -2.024], [-2.306, 1.357, -4.728], [-4.727, 1.587, -4.579], [-5.797, 2.054, -2.381], [-4.370, 2.335, -0.369], [-1.247, -1.800, -4.763], [-3.570, -2.051, -5.544], [-5.427, -1.988, -3.888], [-4.913, -1.740, -1.478], [4.066, -3.628, -0.610], [4.155, -1.566, -0.280], [5.418, -0.954, -0.193], [5.529, 0.400, -0.053], [7.449, 1.225, 0.113], [4.369, 1.217, -0.040], [4.367, 2.630, -0.006], [3.189, 3.313, -0.070], [1.984, 2.594, -0.133], [1.944, 1.284, -0.116], [3.109, 0.583, -0.094], [2.958, -0.853, -0.169], [1.786, -1.370, -0.144], [6.307, -1.569, -0.240], [5.309, 3.158, 0.054], [3.165, 4.395, -0.056], [1.025, 3.095, -0.181], [-1.420, -3.111, 4.023], [-0.334, -2.032, 4.076], [0.508, -2.128, 5.352], [0.550, -1.922, 2.435], [1.519, -3.474, 2.218], [2.143, -4.126, 3.448], [0.691, -4.488, 1.421], [1.780, -0.641, 2.856], [3.138, -0.851, 3.066], [3.943, 0.105, 3.676], [5.432, -0.089, 3.829], [3.292, 1.230, 4.181], [1.948, 1.483, 3.944], [1.187, 0.628, 3.115], [-0.072, 0.837, 2.593], [-0.928, 1.843, 3.133], [-2.234, 1.467, 3.522], [-2.811, 0.105, 3.224], [-3.077, 2.381, 4.135], [-2.703, 3.695, 4.377], [-3.617, 4.652, 5.099], [-1.466, 4.086, 3.900], [-0.599, 3.207, 3.249], [0.577, 3.838, 2.550], [-2.121, -2.992, 4.855], [-0.984, -4.112, 4.103], [-1.992, -3.065, 3.092], [-0.822, -1.063, 4.098], [0.781, -3.159, 5.587], [-0.074, -1.746, 6.197], [1.421, -1.532, 5.290], [2.323, -3.139, 1.559], [1.379, -4.592, 4.075], [2.706, -3.423, 4.062], [2.826, -4.918, 3.123], [0.188, -4.016, 0.575], [1.337, -5.284, 1.035], [-0.075, -4.950, 2.049], [3.585, -1.800, 2.781], [5.734, -1.073, 3.468], [5.748, 0.001, 4.873], [5.991, 0.654, 3.253], [3.860, 1.944, 4.774], [1.490, 2.360, 4.379], [-2.171, -0.490, 2.582], [-3.766, 0.214, 2.709], [-2.986, -0.469, 4.139], [-4.074, 2.051, 4.421], [-3.616, 4.463, 6.176], [-4.647, 4.553, 4.751], [-3.304, 5.686, 4.944], [-1.168, 5.129, 3.990], [1.057, 4.587, 3.187], [0.208, 4.347, 1.654], [1.329, 3.122, 2.249]], "mulliken_charge": [-0.94, -1.42, 2.11, -0.50, -1.20, 1.50, -1.74, -0.90, -0.30, -0.82, -0.78, -0.60, 0.72, -0.31, -0.94, -0.66, -0.93, -0.82, -0.65, 1.21, -0.67, 0.45, 0.36, -0.10, 0.45, -0.15, 0.12, 0.53, 0.37, 0.46, 0.38, 0.42, 0.38, 0.36, 0.51, 0.39, 0.39, 0.36, 0.44, -0.04, 0.00, -0.46, -0.09, 0.03, 1.61, -1.32, -1.62, -0.94, 1.73, -0.52, -0.36, 0.50, 0.36, 0.17, 0.48, 0.86, -1.49, 1.23, -1.70, 1.79, 2.36, -1.89, -1.40, -0.69, -0.09, 0.47, -1.92, -0.96, -0.73, 0.44, 2.26, -1.30, 1.56, -1.29, -0.96, 0.89, -1.66, -1.16, 1.31, -1.24, 0.47, 0.35, 0.22, -0.26, 0.39, 0.41, 0.21, -1.07, 0.28, 0.34, 0.46, 0.09, 0.40, 0.37, 0.04, 0.38, 0.41, 0.28, 0.38, 0.59, -0.60, 0.56, 0.40, 0.39, 0.29, 0.36, 0.35, 0.31, 0.39, 0.43, -0.31]}


No. 3
{"formula": "C22H40N3O11S", "method": "ωB97M-V/def2-TZVPD", "homo_energy_ev": -11.64, "e_lumo_ev": -3.165, "homo_lumo_gap_ev": 8.475, "charge": 1, "fmax_ev_per_a": 2.84, "species": ["N", "C", "N", "N", "C", "C", "C", "C", "S", "C", "C", "C", "C", "O", "C", "O", "H", "H", "H", "H", "H", "H", "H", "H", "H", "H", "H", "H", "H", "H", "H", "H", "H", "H", "H", "H", "H", "H", "C", "C", "C", "O", "C", "O", "O", "H", "H", "H", "H", "H", "H", "C", "C", "C", "O", "C", "O", "O", "H", "H", "H", "H", "H", "H", "C", "C", "C", "O", "C", "O", "O", "H", "H", "H", "H", "H", "H"], "positions_angstrom": [[1.114, -1.560, -2.446], [1.973, -1.717, -3.368], [3.389, -1.661, -3.171], [1.532, -1.984, -4.671], [2.513, -1.864, -5.758], [2.723, -0.412, -6.154], [3.861, -0.175, -7.167], [4.577, 1.147, -6.890], [3.538, 2.546, -7.351], [2.995, 3.454, -5.889], [3.032, 2.695, -4.571], [2.499, 3.538, -3.428], [0.961, 3.453, -3.340], [0.445, 2.767, -4.485], [-0.005, 1.503, -4.301], [-0.205, 0.758, -5.261], [1.571, -1.365, -1.563], [3.624, -2.003, -2.254], [3.731, -0.723, -3.293], [0.797, -1.312, -4.852], [3.449, -2.335, -5.507], [2.106, -2.406, -6.605], [1.794, 0.015, -6.517], [3.011, 0.113, -5.251], [3.454, -0.137, -8.170], [4.581, -0.979, -7.099], [5.466, 1.221, -7.503], [4.901, 1.221, -5.864], [2.415, 1.918, -7.737], [3.542, 4.383, -5.803], [1.966, 3.717, -6.107], [4.038, 2.352, -4.366], [2.414, 1.815, -4.660], [2.922, 3.175, -2.502], [2.791, 4.578, -3.501], [0.648, 2.964, -2.426], [0.518, 4.437, -3.326], [-0.142, 1.173, -3.266], [-2.032, -3.543, 1.702], [-0.847, -2.631, 1.889], [-0.394, -1.920, 0.640], [1.006, -1.716, 0.899], [1.410, -2.712, 1.737], [2.543, -2.948, 1.986], [0.344, -3.379, 2.227], [-2.182, -4.157, 2.588], [-2.935, -2.961, 1.522], [-1.871, -4.218, 0.860], [-1.044, -1.930, 2.701], [-0.894, -0.968, 0.477], [-0.492, -2.536, -0.256], [0.223, 1.619, 6.909], [-0.083, 0.750, 5.716], [-0.833, 1.431, 4.593], [-1.548, 0.333, 3.999], [-1.745, -0.591, 4.970], [-2.471, -1.526, 4.872], [-1.011, -0.300, 6.061], [0.592, 1.014, 7.735], [0.978, 2.362, 6.655], [-0.674, 2.133, 7.255], [0.828, 0.274, 5.345], [-0.184, 1.903, 3.860], [-1.561, 2.158, 4.959], [-5.362, -1.621, 6.012], [-5.648, -0.975, 7.343], [-7.029, -1.214, 7.909], [-7.240, -0.033, 8.699], [-6.504, 0.963, 8.152], [-6.594, 2.108, 8.438], [-5.647, 0.463, 7.227], [-4.432, -1.241, 5.602], [-5.283, -2.703, 6.115], [-6.153, -1.394, 5.294], [-4.877, -1.246, 8.069], [-7.097, -2.103, 8.530], [-7.796, -1.251, 7.133]], "mulliken_charge": [-0.54, 0.38, -0.48, -0.27, -1.32, 0.92, -1.37, -0.53, 0.04, -0.66, 0.29, -0.92, -0.47, -0.31, 0.19, -0.54, 0.16, 0.33, 0.10, 0.25, 0.60, 0.36, 0.40, -0.44, 0.39, 0.46, 0.50, 0.41, 0.24, 0.46, 0.43, 0.51, -0.39, 0.40, 0.38, 0.31, 0.35, 0.38, -1.56, 1.37, -0.55, -0.36, 0.64, -0.56, -0.36, 0.36, 0.35, 0.41, -0.50, 0.40, 0.29, -1.51, 0.53, -0.52, -0.34, 0.77, -0.63, -0.35, 0.36, 0.39, 0.35, 0.30, 0.30, 0.32, -1.01, 0.50, -0.51, -0.33, 0.63, -0.53, -0.32, 0.00, 0.37, 0.35, 0.28, 0.32, 0.31]}


No. 4
{"formula": "C3H2ClF", "method": "ωB97M-V/def2-TZVPD", "homo_energy_ev": -9.98, "e_lumo_ev": -0.179, "homo_lumo_gap_ev": 9.802, "charge": 0, "fmax_ev_per_a": 5.48, "relative_energy_kcal_mol": 68.7, "species": ["C", "C", "C", "F", "Cl", "H", "H"], "positions_angstrom": [[0.669, 0.068, -0.358], [-0.433, 0.780, -0.315], [-0.294, -0.517, 0.565], [2.231, -0.223, -1.049], [-1.449, 2.015, -0.657], [-0.699, -1.540, 0.230], [-0.026, -0.584, 1.585]], "nbo_charge": [0.40, -0.16, -0.38, -0.40, 0.15, 0.19, 0.20]}


No. 5
{"formula": "C4H12N2S", "method": "ωB97M-V/def2-TZVPD", "homo_energy_ev": -7.29, "e_lumo_ev": -3.158, "homo_lumo_gap_ev": 4.135, "charge": 0, "fmax_ev_per_a": 4.70, "relative_energy_kcal_mol": 172.8, "species": ["C", "N", "C", "C", "S", "C", "N", "H", "H", "H", "H", "H", "H", "H", "H", "H", "H", "H", "H"], "positions_angstrom": [[-1.883, -0.147, -1.085], [-1.109, -1.344, -0.771], [0.058, -0.908, 0.011], [1.105, -0.394, -1.004], [2.762, -0.577, -0.257], [-0.095, -0.037, 1.223], [-0.370, 1.274, 0.638], [-1.891, 0.047, -2.193], [-2.912, -0.202, -0.727], [-1.260, 0.830, -0.289], [-1.633, -2.101, -0.202], [0.498, -1.864, 0.390], [1.022, -1.101, -1.853], [0.812, 0.617, -1.366], [2.903, 2.223, 1.013], [2.311, 2.270, 1.487], [-0.753, -0.449, 2.019], [0.954, -0.054, 1.621], [-0.522, 1.915, 1.345]], "nbo_charge": [-0.34, -0.55, -0.07, -0.58, -0.17, -0.29, -0.59, 0.22, 0.19, 0.27, 0.37, 0.22, 0.25, 0.23, 0.03, -0.03, 0.20, 0.27, 0.36]}


no.,E (eV)
1,-152776.93135
2,-105819.50397
3,-61284.24284
4,-18378.09644
5,-18150.52735